Record 1
Density functional theory data (ωB97M-V with the def2-TZVPD basis set) for an isolated ion of composition C7H15N2O and charge +1.

Positions of all 25 atoms, in Å:
C  0.465  0.810  0.082
C  0.761  2.128  0.391
C  0.864  -1.467  -0.500
C  -0.485  -1.987  0.073
C  -1.745  0.094  -0.011
C  -2.383  1.001  -1.008
C  2.814  -0.076  -0.125
N  1.394  -0.282  0.209
N  -2.284  0.278  1.249
O  -1.477  -1.155  -0.443
H  1.840  2.228  0.569
H  0.021  2.858  0.077
H  1.810  -2.208  -0.472
H  0.501  -0.946  -1.341
H  -0.842  -2.967  -0.377
H  -0.381  -2.030  1.118
H  -1.632  1.507  -1.614
H  -2.986  1.680  -0.487
H  -2.958  0.475  -1.712
H  2.835  0.283  -1.096
H  3.294  0.558  0.629
H  3.324  -1.052  -0.102
H  1.524  -0.526  1.237
H  -1.934  -0.359  1.972
H  -2.338  1.155  1.682

The net charge is +1. Its energy relative to the best compared isomer or geometry (same formula, charge and spin) is 5.7602 eV. The gap between HOMO and LUMO comes out at 9.0257 eV.


Record 2
Density functional theory data (ωB97M-V with the def2-TZVPD basis set) for an isolated ion of composition C7H15N2O2 and charge +1.

Positions of all 26 atoms, in Å:
C  0.956  1.454  -1.326
C  0.895  0.528  -0.410
C  2.271  -0.098  -0.028
N  3.290  0.679  0.337
O  2.372  -1.284  0.302
C  -0.204  -0.143  0.379
C  -0.189  0.361  1.817
N  -1.724  0.377  -0.417
C  -2.967  -0.015  0.352
O  -0.314  -1.444  0.273
C  -0.109  -2.051  -1.004
H  0.131  2.009  -1.724
H  1.974  1.912  -1.652
H  3.359  1.728  0.304
H  4.151  0.154  0.499
H  -0.982  -0.177  2.201
H  -0.303  1.483  1.744
H  0.661  0.016  2.368
H  -1.590  0.114  -1.424
H  -1.550  1.438  -0.385
H  -3.200  0.665  1.094
H  -3.736  0.037  -0.336
H  -2.881  -0.991  0.693
H  -1.086  -1.980  -1.620
H  -0.077  -3.068  -0.734
H  0.851  -1.704  -1.303

The net charge is +1. Its energy relative to the best compared isomer or geometry (same formula, charge and spin) is 2.4307 eV. The gap between HOMO and LUMO comes out at 10.2436 eV.


Record 3
Density functional theory data (ωB97M-V with the def2-TZVPD basis set) for an isolated ion of composition C7H15N2Si and charge +1.

Positions of all 25 atoms, in Å:
C  3.706  0.809  0.991
C  2.618  0.293  0.190
C  2.533  -0.135  -1.108
N  1.165  -0.299  -1.303
C  0.414  -0.010  -0.258
Si  -1.460  0.091  0.066
C  -1.568  1.992  -0.331
C  -1.445  -0.508  1.906
C  -2.495  -0.876  -1.074
N  1.304  0.274  0.707
H  4.334  1.526  0.451
H  3.324  1.357  1.781
H  4.418  0.014  1.498
H  3.289  -0.150  -1.959
H  0.736  -0.615  -2.131
H  -0.793  2.184  -1.083
H  -2.533  2.338  -0.651
H  -1.494  2.460  0.613
H  -1.850  0.269  2.547
H  -1.879  -1.469  1.970
H  -0.436  -0.529  2.182
H  -3.480  -0.514  -0.789
H  -2.469  -0.785  -2.113
H  -2.310  -1.958  -0.876
H  1.102  0.620  1.624

The net charge is +1. Its energy relative to the best compared isomer or geometry (same formula, charge and spin) is 0.0000 eV. The gap between HOMO and LUMO comes out at 10.7282 eV.


Record 4
Density functional theory data (ωB97M-V with the def2-TZVPD basis set) for one molecule with the formula C7H15N3O.

Positions of all 26 atoms, in Å:
H  0.338  -3.090  2.101
N  0.407  -2.104  1.724
N  -0.184  -1.825  0.659
O  -0.821  -2.592  -0.056
C  -0.071  -0.352  0.422
C  -1.694  0.217  0.201
N  -2.377  0.448  1.454
C  -2.849  1.559  1.789
C  0.989  0.087  -0.606
C  2.169  -0.825  -0.391
C  0.507  -0.071  -2.034
C  1.219  1.562  -0.398
H  0.208  0.048  1.395
H  -1.744  1.091  -0.426
H  -2.077  -0.640  -0.250
H  -3.429  1.511  2.691
H  -2.588  2.382  1.164
H  1.954  -1.663  -1.207
H  3.028  -0.278  -0.588
H  2.305  -1.230  0.645
H  -0.285  0.613  -2.105
H  0.202  -1.055  -2.313
H  1.272  0.402  -2.737
H  0.224  1.931  -0.003
H  2.096  1.805  0.264
H  1.200  2.068  -1.395

The net charge is 0. Its energy relative to the best compared isomer or geometry (same formula, charge and spin) is 3.9344 eV. The gap between HOMO and LUMO comes out at 10.3541 eV.


Record 5
Density functional theory data (ωB97M-V with the def2-TZVPD basis set) for one molecule with the formula C7H15N3O3S.

Positions of all 29 atoms, in Å:
C  -0.917  1.669  0.096
C  -0.271  -0.715  0.320
C  -1.604  3.904  0.819
C  0.484  -3.124  0.458
C  -1.877  -2.497  -0.212
C  1.663  0.303  -1.856
C  -1.243  0.253  0.165
N  3.467  -0.123  -0.142
N  -1.880  2.450  0.582
N  -0.615  -2.067  0.266
O  0.131  2.203  -0.216
O  0.973  -0.496  0.566
O  4.226  0.291  0.965
S  2.151  0.627  -0.196
H  -1.626  4.299  -0.158
H  -2.314  4.146  1.457
H  -0.567  3.846  1.103
H  0.978  -2.782  1.274
H  -0.079  -4.035  0.574
H  1.150  -3.092  -0.474
H  -1.865  -3.538  -0.542
H  -2.695  -2.334  0.624
H  -2.220  -1.958  -1.069
H  2.063  -0.640  -2.078
H  1.834  0.982  -2.649
H  0.608  0.205  -1.665
H  -2.314  0.108  0.205
H  -2.732  2.072  1.153
H  5.090  0.044  0.629

The net charge is 0. Its energy relative to the best compared isomer or geometry (same formula, charge and spin) is 2.9374 eV. The gap between HOMO and LUMO comes out at 8.4726 eV.


Record 6
Density functional theory data (ωB97M-V with the def2-TZVPD basis set) for a 2-piece molecular cluster, C7H15N4 overall.

Positions of all 26 atoms, in Å:
C  -1.105  1.502  0.286
C  2.739  -1.354  -0.037
C  -2.231  0.855  -0.539
C  -1.766  -0.582  -0.502
C  -1.038  2.976  0.309
C  -2.775  -1.761  -0.251
C  4.770  0.014  -0.092
N  -0.276  0.764  0.931
N  -0.613  -0.612  0.507
N  1.612  -1.790  0.245
N  3.692  -0.831  -0.501
H  -3.223  0.966  0.045
H  -2.335  1.152  -1.546
H  -1.207  -0.935  -1.305
H  -0.653  3.295  1.324
H  -2.032  3.395  0.163
H  -0.336  3.367  -0.456
H  -3.762  -1.467  0.124
H  -2.413  -2.542  0.334
H  -2.992  -2.165  -1.164
H  4.434  0.943  -0.681
H  5.653  -0.373  -0.449
H  4.882  0.151  0.986
H  1.600  -2.652  0.820
H  0.383  -1.105  0.177
H  -1.007  -1.210  1.272

The net charge is +1. Its energy relative to the best compared isomer or geometry (same formula, charge and spin) is 2.2660 eV. The gap between HOMO and LUMO comes out at 11.2056 eV.


Record 7
Density functional theory data (ωB97M-V with the def2-TZVPD basis set) for one molecule with the formula C7H15N4OP.

Positions of all 28 atoms, in Å:
C  -2.583  -0.042  -0.942
N  -1.295  -0.721  -0.508
C  -1.447  -1.749  0.512
P  0.163  0.073  -0.624
O  0.425  0.790  -2.088
N  1.348  -1.038  -0.325
C  2.628  -0.323  0.189
C  1.607  -1.906  -1.386
N  0.216  1.268  0.548
C  -0.517  1.324  1.724
C  -0.624  2.618  2.070
N  0.027  3.414  1.166
C  0.448  2.631  0.282
H  -2.336  0.676  -1.615
H  -3.112  -0.765  -1.563
H  -3.164  0.234  -0.040
H  -0.544  -1.846  1.030
H  -2.391  -1.611  0.968
H  -1.590  -2.828  0.109
H  2.262  0.441  0.963
H  3.366  -0.942  0.664
H  3.154  0.226  -0.657
H  0.633  -2.177  -1.828
H  2.218  -1.323  -2.202
H  2.064  -2.810  -1.005
H  -0.795  0.512  2.328
H  -1.151  3.071  2.855
H  0.988  2.802  -0.624

The net charge is 0. Its energy relative to the best compared isomer or geometry (same formula, charge and spin) is 0.0000 eV. The gap between HOMO and LUMO comes out at 9.9106 eV.


Record 8
Density functional theory data (ωB97M-V with the def2-TZVPD basis set) for an isolated ion of composition C7H15N4OS and charge +1.

Positions of all 28 atoms, in Å:
C  1.038  -1.308  0.867
C  1.362  0.499  -0.827
C  2.067  -0.636  -0.177
C  -0.839  -0.141  0.009
C  -2.667  0.101  -1.582
C  -0.292  1.233  2.534
C  -2.069  -0.759  -0.577
N  -0.187  -1.029  0.928
N  0.052  0.559  -0.915
N  1.739  -1.952  1.795
N  2.062  1.366  -1.642
O  -2.795  0.902  1.634
S  -1.518  1.387  1.165
H  3.002  -0.429  0.317
H  2.278  -1.424  -0.841
H  -2.802  1.066  -1.190
H  -3.623  -0.235  -1.953
H  -2.062  0.333  -2.439
H  -0.430  2.214  3.024
H  0.784  1.018  2.251
H  -0.318  0.359  3.245
H  -1.848  -1.775  -0.941
H  -2.895  -0.751  0.240
H  -0.378  1.046  -1.604
H  2.714  -2.306  1.579
H  1.133  -2.420  2.479
H  3.038  1.304  -1.674
H  1.749  2.346  -1.871

The net charge is +1. As for the multiplicity: 3. The gap between HOMO and LUMO (spin up / spin down) comes out at 5.9107 / 6.2101 eV.


Number 1: total energy -12518.905 eV, F_max 0.09641 Eh/bohr. Number 2: total energy -14568.718 eV, F_max 0.07419 Eh/bohr. Number 3: total energy -18354.570 eV, F_max 0.07049 Eh/bohr. Number 4: total energy -14015.223 eV, F_max 0.07238 Eh/bohr. Number 5: total energy -28944.917 eV, F_max 0.12163 Eh/bohr. Number 6: total energy -13454.038 eV, F_max 0.06790 Eh/bohr. Number 7: total energy -24798.553 eV, F_max 0.14934 Eh/bohr. Number 8: total energy -26334.332 eV, F_max 0.12552 Eh/bohr.